[1]
C11H24As2F18N4O7S2 | ωB97M-V/def2-TZVPD

Multiplicity: 1
HOMO level, eV: -9.45
Electronic energy, eV: -224352.982
LUMO, eV: -1.74

```
68
C11H24As2F18N4O7S2 ωB97M-V/def2-TZVPD
C -0.83349 0.86042 4.97528
C 0.41186 0.03980 5.31011
O 0.46008 -0.88647 6.14869
N 1.68353 0.41481 4.56848
H 1.47674 0.29863 3.58672
H 1.94467 1.38959 4.52704
C 2.89099 -0.53851 4.71849
H -0.69233 1.90723 5.24429
H -1.66514 0.41385 5.52027
H -1.16872 0.85696 3.93812
H 2.99602 -0.68276 5.79378
H 3.75703 0.00250 4.33718
H 2.73807 -1.50310 4.23446
C 3.28280 0.65715 -4.68476
C 3.02366 1.11729 -3.22824
O 1.96487 1.50772 -2.86931
N 4.25274 1.23733 -2.32549
H 4.92736 0.53967 -2.60521
H 4.81342 2.06372 -2.47656
C 3.79778 0.95278 -0.88282
H 3.79713 -0.30293 -4.64218
H 3.81402 1.43352 -5.23536
H 2.32924 0.47169 -5.17914
H 4.80913 0.84128 -0.49186
H 3.17316 0.05983 -0.90711
H 3.28800 1.83488 -0.49536
C -2.83092 -3.61149 -0.19718
C -1.97607 -3.35190 -1.42996
O -1.86988 -4.18217 -2.27713
N -1.55557 -1.89784 -1.70445
H -2.38366 -1.33425 -1.83379
H -1.24524 -1.57683 -0.79850
C -0.61879 -1.60667 -2.89526
H -2.97453 -2.74542 0.44888
H -2.52070 -4.53207 0.29718
H -3.86109 -3.80490 -0.49625
H 0.12277 -2.38350 -2.70894
H -0.35059 -0.55157 -2.84112
H -1.37971 -1.84667 -3.63790
C -3.64228 2.04960 -0.61323
F -3.83987 2.58228 -1.81976
F -2.34432 1.83527 -0.44963
F -4.06623 2.87913 0.29477
S -4.41439 0.22900 -0.54181
O -3.66062 -0.40538 0.57457
O -5.82149 0.39883 -0.28943
N -3.90667 -0.55610 -2.02670
S -5.19742 -0.49150 -2.82618
O -6.25547 -1.41777 -2.38133
O -5.75607 0.84815 -3.14482
C -4.53972 -1.29052 -4.47339
F -3.32199 -0.87244 -4.87830
F -4.54264 -2.61278 -4.38154
F -5.41733 -0.95969 -5.41944
As 3.16841 3.29321 2.68234
F 3.13961 5.03883 2.88186
F 2.09118 3.52945 1.24650
F 3.24425 1.51741 2.49852
F 4.21557 3.23096 4.20531
F 1.78628 3.20764 3.76387
F 4.60454 3.43346 1.66386
As 0.98426 -1.00209 0.94714
F -0.82106 -1.11221 0.80602
F 1.06538 -2.38168 -0.34697
F 2.81393 -0.80473 1.07067
F 0.73249 0.27825 2.21264
F 1.00463 -2.22223 2.30150
F 0.86864 0.21609 -0.36216
```

Atom charges from the Mulliken analysis, given in e for atoms 1 to 6:
1 C -1.00
2 C 0.83
3 O -0.51
4 N 0.43
5 H -0.17
6 H 0.44

[2]
C8H14N3O | ωB97M-V/def2-TZVPD

Multiplicity: 1
HOMO level, eV: -12.75
Electronic energy, eV: -15033.385
Energy above the lowest of the compared OMol25 structures with the same formula, charge and spin, eV: 0.904
Net charge: +1
SMILES string: Cc1c[nH+]c([C@@H]2NCC[C@H]2O)[nH]1
LUMO, eV: -2.95

```
26
C8H14N3O ωB97M-V/def2-TZVPD
C -1.59606 0.99129 -3.67221
C -0.60240 0.62145 -2.69074
C 0.78838 0.45325 -2.76186
N 1.18442 0.06318 -1.51288
C 0.19364 0.10110 -0.65764
C 0.15859 -0.78583 0.87496
N -1.04439 -0.51653 1.52881
C -0.76658 -0.46018 2.96191
C 0.69538 -0.59464 3.11009
C 1.17740 -0.14132 1.67541
O 2.42518 -0.37841 1.15360
N -0.97498 0.31498 -1.40148
H -2.55778 0.53347 -3.58963
H -1.78703 2.10730 -3.65996
H -1.02868 0.82150 -4.60518
H 1.37228 0.37338 -3.69481
H 2.15091 0.01209 -1.08770
H 0.43539 -1.86492 0.46187
H -1.79750 -1.13510 1.30110
H -1.39368 -1.14558 3.41959
H -1.09350 0.49010 3.41622
H 1.07223 0.03725 3.96279
H 0.81523 -1.67111 3.37015
H 1.02905 0.96440 1.64344
H 3.04881 0.29301 1.48574
H -1.90430 0.51585 -1.03161
```

Atom charges from the Mulliken analysis, given in e for atoms 1 to 6:
1 C -1.15
2 C 0.63
3 C -0.61
4 N 0.04
5 C -0.44
6 C 0.44

[3]
C26H24BCoIN9O2 | ωB97M-V/def2-TZVPD

Multiplicity: 1
HOMO level, eV: -7.31
Electronic energy, eV: -91263.365
Energy above the lowest of the compared OMol25 structures with the same formula, charge and spin, eV: 0.000
LUMO, eV: -0.39

```
64
C26H24BCoIN9O2 ωB97M-V/def2-TZVPD
Co 0.32251 -0.82731 0.20358
C -3.50140 0.45659 -1.29864
C -2.30145 0.75375 -0.64808
N -1.46044 -0.27203 -0.73543
N -2.09296 -1.23301 -1.43532
C -3.32063 -0.82337 -1.78212
B -1.35777 -2.56023 -1.70247
N 0.04321 -2.22301 -2.25843
C 0.59977 -2.55704 -3.42998
C 1.87036 -2.01964 -3.48124
C 2.01381 -1.35872 -2.26199
N 0.90599 -1.48143 -1.54005
N -1.15246 -3.22577 -0.33110
C -1.63304 -4.35490 0.20658
C -1.22689 -4.41638 1.52544
C -0.48481 -3.25023 1.71950
N -0.44963 -2.55156 0.59454
H -4.36668 1.08598 -1.40507
H -2.01841 1.65976 -0.13782
H -3.97525 -1.46969 -2.34212
H -1.95994 -3.25350 -2.46966
H 0.05689 -3.16168 -4.13617
H 2.59616 -2.11388 -4.26860
H 2.87228 -0.84218 -1.86678
H -2.22459 -5.03160 -0.38642
H -1.43752 -5.18843 2.24319
H 0.02492 -2.88872 2.59590
C -2.97504 11.65426 0.57154
O -3.17063 10.99052 1.80569
C -2.66284 9.73740 1.93746
C -2.87860 9.12076 3.16817
C -2.40660 7.84402 3.38902
C -1.71760 7.15963 2.39125
C -1.49994 7.77912 1.16737
C -1.96591 9.06378 0.93572
N -1.31828 5.83122 2.70565
N -0.66344 5.25659 1.82144
C -0.51669 3.86231 1.97724
C -1.11830 3.11081 2.97131
C -1.04815 1.71926 3.00746
C -0.38178 1.02313 2.00296
O -0.31457 -0.26588 1.90492
C 0.27458 1.79586 0.99427
N 0.90054 1.05810 0.03222
C 1.57896 1.68316 -0.89915
C 1.67491 3.08634 -0.94245
C 1.01422 3.84198 -0.01638
C 0.26000 3.19914 0.99251
H -3.51650 12.59306 0.64485
H -3.37558 11.07291 -0.26244
H -1.91562 11.85890 0.39598
H -3.42449 9.66077 3.92991
H -2.57047 7.34740 4.33661
H -0.96328 7.24630 0.39523
H -1.78162 9.52741 -0.02223
H -1.67007 3.64055 3.73635
H -1.53525 1.15943 3.79433
H 2.06098 1.07763 -1.65136
H 2.26967 3.54611 -1.71912
H 1.05444 4.92192 -0.03527
I 2.87670 -3.21768 0.68406
C 2.03721 -1.26777 0.99984
H 2.80576 -0.59160 0.62957
H 1.95714 -1.16572 2.07903
```

Atom charges from the Mulliken analysis, given in e for atoms 1 to 6:
1 Co -0.65
2 C -1.26
3 C -0.07
4 N 0.58
5 N -0.25
6 C -0.08

[4]
C29H60B2N4O6 | ωB97M-V/def2-TZVPD

Multiplicity: 3
HOMO level (spin up / spin down), eV: 0.30 / 0.30
Electronic energy, eV: -50641.493
Energy above the lowest of the compared OMol25 structures with the same formula, charge and spin, eV: 1.689
Net charge: -2
LUMO (spin up / spin down), eV: 3.43 / 3.43

```
101
C29H60B2N4O6 ωB97M-V/def2-TZVPD
C 6.72757 -0.07472 0.12647
C 6.49209 1.46762 0.08824
N 5.78205 1.98111 -1.07633
C 4.43434 1.35393 -1.23412
C 3.32566 2.42244 -1.32666
B 2.07429 2.22008 -0.25848
C 0.73919 1.40839 -0.81902
C 0.95752 0.10453 -1.61813
C 1.33607 0.32405 -3.10666
C 1.90874 -0.91085 -0.94719
B 1.50158 3.81403 0.06644
N 0.77800 4.63445 -0.96583
O 1.67736 4.47933 1.31292
C 2.59312 1.66503 1.20712
O 3.71595 2.03421 1.64916
O 1.87024 0.90757 1.91502
C 6.51989 2.02856 -2.23875
C 7.94731 1.50319 -2.34019
O 6.04378 2.50944 -3.23447
H 6.51609 -0.58510 -0.81110
H 6.09506 -0.48426 0.91618
H 7.75253 -0.26379 0.46400
H 6.00103 1.74922 1.01935
H 7.47024 1.95706 0.12419
H 4.46244 0.82539 -2.20119
H 4.24964 0.59815 -0.47579
H 2.99236 2.54541 -2.36655
H 3.80690 3.37503 -1.08654
H 0.09625 2.06779 -1.43015
H 0.15313 1.12963 0.06975
H -0.02789 -0.39802 -1.67569
H 2.40589 0.46710 -3.25130
H 0.80645 1.22255 -3.44057
H 0.92514 -0.51423 -3.68000
H 2.82674 -0.95762 -1.54034
H 2.08662 -0.73244 0.11509
H 1.47075 -1.91910 -1.02452
H -0.22184 4.59890 -0.78345
H 0.94512 4.24101 -1.88585
H 0.91164 4.36375 1.89068
H 8.40347 1.73732 -3.29583
H 7.88622 0.40976 -2.29078
H 8.58553 1.78418 -1.50346
C -2.76247 -5.57227 -1.89193
C -2.24906 -4.15888 -2.23376
C -3.36665 -3.13728 -2.00852
C -4.45027 -3.19343 -3.08243
C -3.83160 -3.04656 -4.47068
C -2.70829 -4.05331 -4.74237
N -1.71870 -4.12093 -3.62856
O -0.92452 -3.10481 -3.73454
C -3.32099 -5.44734 -5.00368
C -2.03058 -3.68611 -6.06439
C -1.14616 -3.90910 -1.20348
H -3.04528 -5.62224 -0.83947
H -3.64924 -5.87315 -2.44615
H -1.98490 -6.31972 -2.06070
H -2.94244 -2.12850 -1.99135
H -3.81558 -3.29441 -1.02521
H -5.01584 -4.12806 -3.00711
H -5.16966 -2.38813 -2.91568
H -4.61153 -3.15385 -5.23004
H -3.44297 -2.02830 -4.57114
H -2.55660 -6.22532 -4.96015
H -3.76797 -5.48870 -5.99842
H -4.12333 -5.70818 -4.31605
H -1.64741 -2.66694 -6.06401
H -2.75061 -3.75087 -6.88169
H -1.20616 -4.36646 -6.28604
H -0.31057 -4.59679 -1.34757
H -1.52951 -4.06125 -0.19399
H -0.75837 -2.89146 -1.23926
C -1.53125 0.23501 3.99905
C -1.27548 1.69865 4.40353
C -1.06335 1.78814 5.91727
C -2.35409 1.61587 6.71712
C -3.41026 2.61311 6.24750
C -3.66368 2.55966 4.73702
N -2.40178 2.57694 3.94410
O -1.98150 3.79977 3.89820
C -4.49310 1.30108 4.40019
C -4.57844 3.72568 4.35310
C 0.04203 2.03178 3.69638
H -0.65970 -0.37353 4.23906
H -2.37012 -0.23531 4.51514
H -1.70039 0.15453 2.92467
H -0.62319 2.75911 6.16854
H -0.33665 1.03547 6.22803
H -2.72386 0.58958 6.62708
H -2.15003 1.77430 7.78067
H -4.34725 2.43111 6.78391
H -3.08590 3.62088 6.52853
H -4.48452 1.10341 3.32722
H -5.53581 1.43810 4.69648
H -4.15950 0.40656 4.92156
H -4.16402 4.69010 4.64392
H -5.53908 3.62953 4.86338
H -4.76706 3.73915 3.27807
H -0.07121 2.00506 2.61461
H 0.81019 1.30656 3.95202
H 0.43209 3.01191 3.97626
```

Atom charges from the Mulliken analysis, given in e for atoms 1 to 6:
1 C -1.25
2 C -0.78
3 N 0.21
4 C -0.80
5 C -1.28
6 B -0.37

[5]
C26H25F2N2 | ωB97M-V/def2-TZVPD

Multiplicity: 1
HOMO level, eV: -10.55
Electronic energy, eV: -35773.630
Energy above the lowest of the compared OMol25 structures with the same formula, charge and spin, eV: 0.469
Net charge: +1
LUMO, eV: -6.07

```
55
C26H25F2N2 ωB97M-V/def2-TZVPD
C -1.79215 2.56199 -0.32130
C -1.73370 2.08584 1.08715
C -1.94778 0.72870 1.40786
N -2.12692 -0.18935 0.34672
C -1.42185 -0.08586 -0.83881
N -1.81170 -1.16569 -1.55243
C -1.51719 -1.39451 -2.94966
C -2.74590 -1.94080 -0.84112
C -2.94448 -1.33234 0.33742
C -1.81507 0.28149 2.74372
C -1.78308 -1.17191 3.08628
C -1.57811 1.21839 3.75897
C -1.44924 2.57496 3.47069
C -1.16283 3.52214 4.60457
C -1.53160 2.99935 2.13830
H -1.19590 3.48851 -0.44457
H -1.35577 1.75666 -0.99550
H -2.84573 2.75970 -0.62383
H -0.69119 -0.77563 -3.29482
H -1.25104 -2.44135 -3.16598
H -2.40619 -1.13449 -3.54799
H -3.25707 -2.77293 -1.28234
H -3.63750 -1.57694 1.12219
H -1.39213 -1.32852 4.10082
H -2.78550 -1.61878 3.05259
H -1.14145 -1.71940 2.38176
H -1.45457 0.88225 4.79157
H -1.13475 4.56306 4.27821
H -1.91505 3.43824 5.39811
H -0.19218 3.29915 5.06538
H -1.40474 4.05974 1.89966
F 2.68122 -4.97181 -1.57411
C 2.74453 -3.89954 -0.70300
C 3.31789 -4.10775 0.55144
C 3.49995 -2.97748 1.37259
C 3.09453 -1.71822 0.95904
C 2.44552 -1.52008 -0.31205
C 1.98710 -0.20973 -0.62807
C 1.97442 0.41387 -1.90108
C 1.89656 1.84830 -1.91850
C 1.64077 2.53162 -3.09535
C 1.40043 1.84087 -4.29854
C 1.58045 0.45664 -4.29121
F 1.34739 -0.24525 -5.46168
C 2.01465 -0.23972 -3.17224
C 2.28765 -2.66263 -1.14152
H 3.68099 -5.09287 0.84364
H 3.96595 -3.10484 2.35650
H 3.22594 -0.84422 1.60288
H 1.79095 0.43710 0.24441
H 2.00551 2.38488 -0.96854
H 1.61138 3.62729 -3.09303
H 1.18403 2.36039 -5.23207
H 2.29978 -1.28111 -3.27155
H 1.74477 -2.59738 -2.08155
```

Atom charges from the Mulliken analysis, given in e for atoms 1 to 6:
1 C -1.13
2 C 1.12
3 C -0.09
4 N 0.42
5 C -0.65
6 N 0.40

[6]
C2H6FP | ωB97M-V/def2-TZVPD

Multiplicity: 1
HOMO level, eV: -9.47
Electronic energy, eV: -14177.330
Energy above the lowest of the compared OMol25 structures with the same formula, charge and spin, eV: 0.394
SMILES string: CP(C)F
LUMO, eV: 0.91

```
10
C2H6FP ωB97M-V/def2-TZVPD
C -0.59221 0.33477 -1.29274
P 0.21634 1.35346 -0.06424
C 0.59548 0.08660 1.23385
F 1.98684 1.35598 -0.62567
H -1.34195 -0.33643 -0.72961
H 0.09857 -0.47417 -1.80152
H -1.02451 0.93595 -2.07892
H -0.27987 -0.24481 1.79570
H 1.17826 0.66085 1.83200
H 1.06586 -0.65633 0.63887
```

Atom charges from the Mulliken analysis, given in e for atoms 1 to 6:
1 C -0.81
2 P 0.35
3 C -0.94
4 F -0.43
5 H 0.28
6 H 0.27